Entry 1:
Density functional theory data (ωB97M-V/def2-TZVPD) for a cluster of 2 separate species, CH2Br2S in total at a distorted geometry.

XYZ file:
```
6
Properties=species:S:1:pos:R:3:forces:R:3
C -0.249 0.480 -0.188 0.7666 1.2283 -2.5699
S 0.388 1.468 -2.459 -1.1823 -1.6209 2.0130
Br -1.241 1.746 0.716 -0.0584 0.0436 0.1084
Br 1.804 2.935 -1.852 0.4303 0.4771 0.3303
H -0.788 -0.381 -0.547 -0.0488 -0.0475 0.0074
H 0.769 0.369 0.139 0.0927 -0.0806 0.1107
```
Forces are in eV/Å.

* relative energy (zero: lowest compared OMol25 entry of this formula, charge and spin): 1.452 eV
* E_HOMO: -8.71 eV
* E_LUMO: -0.047 Eh
* net charge: 0
* DFT total energy: -5585.4392 Eh

---

Entry 2:
Density functional theory data (ωB97M-V/def2-TZVPD) for the molecule C13H24N2O2 at a distorted geometry.

XYZ file:
```
41
Properties=species:S:1:pos:R:3:forces:R:3
O -1.886 -0.168 -2.254 -0.0284 0.1386 -0.0104
C -2.485 -0.116 -1.206 -0.2022 -0.3377 0.4435
C -2.955 1.194 -0.683 -0.1519 1.1268 -0.2138
N -3.427 1.278 0.489 -0.2073 -0.4884 0.6566
O -3.830 2.530 0.896 0.2098 0.0697 -0.5095
H -4.143 2.415 1.805 0.1597 -0.2181 -0.3106
H -2.855 2.052 -1.348 -0.0201 0.0735 0.0539
C -2.840 -1.318 -0.370 0.3023 -0.4787 -0.1542
H -2.877 -1.032 0.679 -0.0987 0.0034 -0.0022
H -3.857 -1.602 -0.660 -0.0702 0.0862 0.0807
C -1.900 -2.498 -0.606 0.0774 0.1770 -0.0852
C -0.446 -2.215 -0.228 -0.1646 -0.1998 0.0911
C -0.205 -1.940 1.261 0.0292 0.2201 -0.1603
H -0.989 -2.399 1.865 0.0086 -0.0882 0.1078
H 0.741 -2.399 1.555 0.0029 -0.0460 0.1052
C -0.138 -0.443 1.590 0.0519 -0.2451 0.0507
N 0.835 0.236 0.762 -0.0898 0.1989 0.1492
C 0.512 1.624 0.518 -0.0373 0.2136 -0.0042
C 1.494 2.309 -0.437 -0.1726 -0.1344 -0.0165
H 0.974 3.157 -0.887 0.0360 0.0591 0.0669
C 2.019 1.383 -1.536 0.1938 0.2110 -0.0061
H 1.238 0.681 -1.826 -0.0672 -0.0332 -0.1369
H 2.269 1.988 -2.412 -0.0489 -0.0297 -0.0296
C 3.276 0.622 -1.113 -0.1951 -0.2402 -0.0655
C 3.015 -0.480 -0.090 0.1937 0.2477 0.1839
H 2.450 -1.285 -0.563 -0.0136 -0.1010 0.0187
H 3.973 -0.888 0.243 0.0405 -0.0799 -0.0158
C 2.220 -0.004 1.127 0.1572 -0.3224 -0.2243
H 2.259 -0.783 1.895 -0.0196 0.0812 0.0282
H 2.685 0.894 1.555 -0.0102 -0.0181 0.0948
H 3.732 0.171 -1.997 0.0824 0.0380 0.0089
H 3.996 1.335 -0.702 0.0594 0.0323 -0.0251
H 2.342 2.715 0.120 0.0131 0.0707 -0.0037
H -0.485 1.640 0.064 0.0798 0.0718 0.1001
H 0.458 2.211 1.457 -0.0634 -0.0408 -0.0761
H 0.078 -0.322 2.668 -0.0789 0.0747 -0.0831
H -1.110 0.015 1.401 -0.0204 0.0441 0.0462
H -0.083 -1.360 -0.798 0.1010 -0.0795 -0.0817
H 0.142 -3.085 -0.529 0.0562 0.0460 -0.0634
H -1.932 -2.757 -1.666 -0.0548 -0.0742 0.0312
H -2.265 -3.357 -0.037 -0.0397 -0.0290 -0.0393
```
Forces are in eV/Å.

* relative energy (zero: lowest compared OMol25 entry of this formula, charge and spin): 3.517 eV
* E_HOMO: -8.12 eV
* E_LUMO: 0.007 Eh
* net charge: 0
* DFT total energy: -769.6718 Eh
* SMILES: O=C(/C=N/O)CCCCCN1CCCCCC1

---

Entry 3:
Density functional theory data (ωB97M-V/def2-TZVPD) for the molecule C4H11NO2 at a distorted geometry.

XYZ file:
```
18
Properties=species:S:1:pos:R:3:forces:R:3
C -0.216 0.197 -0.441 -0.6272 0.2933 -0.0326
C 0.826 -0.885 -0.656 0.2552 -1.1252 1.6087
C -0.084 1.344 -1.433 0.0170 0.3760 0.0287
C 1.043 -1.762 0.649 0.2938 0.3731 -0.8883
N -1.265 1.080 1.578 1.3286 -0.0863 -0.1127
O 0.002 0.749 0.929 -0.7380 -0.2772 -0.4211
O -1.513 -0.368 -0.532 0.7497 0.4285 0.6164
H -1.994 0.169 0.134 -0.2784 -0.2492 -0.2893
H -1.089 2.034 1.902 -0.2368 -0.2016 -0.1548
H -1.225 0.493 2.415 -0.1764 0.1651 -0.2298
H 1.798 -0.455 -0.916 -0.2130 0.0485 -0.0734
H 0.517 -1.563 -1.459 -0.1306 0.4254 -0.0199
H -0.831 2.119 -1.226 0.0070 -0.1895 0.0281
H 0.901 1.817 -1.359 -0.0781 -0.1577 -0.0081
H -0.241 0.999 -2.460 0.0526 -0.0782 0.2011
H 0.128 -2.065 1.165 -0.0656 0.2991 -0.2549
H 1.555 -2.686 0.368 0.0481 0.0968 0.0176
H 1.687 -1.216 1.344 -0.2078 -0.1408 -0.0156
```
Forces are in eV/Å.

* relative energy (zero: lowest compared OMol25 entry of this formula, charge and spin): 2.335 eV
* E_HOMO: -9.90 eV
* E_LUMO: 0.033 Eh
* net charge: 0
* DFT total energy: -364.1824 Eh
* SMILES: CC[C@@](C)(O)ON

---

Entry 4:
Density functional theory data (ωB97M-V/def2-TZVPD) for a structure of composition C6H7NO at a distorted geometry.

XYZ file:
```
15
Properties=species:S:1:pos:R:3:forces:R:3
C -0.033 1.730 -0.420 -2.9033 1.7359 -0.8771
C 0.223 0.850 0.742 -2.1427 2.0154 3.1039
C -0.627 -0.430 0.964 -1.1115 -0.1446 -1.5957
C -1.621 -0.650 -0.066 -9.8387 1.0278 -5.7080
C -2.811 -0.452 -0.779 10.4899 -1.6509 6.4606
C 1.461 -0.856 -0.225 4.8908 -4.1727 -5.6884
H -0.514 2.798 0.050 1.9138 -2.7958 -1.4919
H -1.216 1.190 -0.820 3.9127 1.9178 -0.0614
H 0.926 1.882 -1.144 -2.8492 -0.4283 1.5668
H 0.034 1.284 1.758 1.4749 0.2477 -0.9058
H -1.051 -0.611 1.936 0.5231 -0.1943 0.4039
H -3.724 -0.532 -1.314 -0.1354 -0.1166 -0.3032
H 1.292 -1.971 -0.524 -0.2711 1.5398 0.6742
N 0.800 -0.409 0.761 -2.3984 1.1186 3.4284
O 2.386 -0.291 -0.821 -1.5551 -0.0998 0.9938
```
Forces are in eV/Å.

* relative energy (zero: lowest compared OMol25 entry of this formula, charge and spin): 6.951 eV
* E_HOMO: -9.48 eV
* E_LUMO: 0.019 Eh
* net charge: 0
* DFT total energy: -362.5580 Eh

---

The lowest E_LUMO belongs to which entry?
CH2Br2S